This record from OMol25 describes a cluster of 2 separate species, CH4N2O2 in total at a distorted geometry. The level of theory is ωB97M-V with the def2-TZVPD basis set.

Last column: Mulliken charge in e.
Geometry (Å):
C -0.53 -1.12 -1.25  0.086
N -0.49 0.86 1.39  -0.269
N -0.01 0.86 0.12  -0.176
O 0.53 -1.53 -1.53  -0.316
O 1.44 0.45 0.14  -0.411
H -1.48 -1.74 -1.60  0.246
H -0.94 1.79 1.53  0.272
H -0.30 0.09 1.99  0.224
H 1.78 0.34 -0.78  0.343

Properties
E_tot ... -300.280763 Eh
LUMO (alpha / beta) ... 0.738 / 0.261 eV
HOMO (alpha / beta) ... -8.15 / -8.15 eV
Relative energy (zero: lowest compared OMol25 entry of this formula, charge and spin) ... 129.8 kcal per mole

---

This record from OMol25 describes an isolated molecule of CH4N2O2 at a distorted geometry. The level of theory is ωB97M-V with the def2-TZVPD basis set.

Last column: Mulliken charge in e.
Geometry (Å):
O 2.27 -0.24 -0.09  -0.396
N 1.03 0.51 0.01  -0.474
C 0.04 -0.29 -0.32  0.015
N -1.05 0.44 -0.42  -0.097
O -2.19 -0.18 0.09  -0.432
H 2.74 0.36 0.69  0.386
H 0.06 -1.33 -0.76  0.360
H -0.94 1.37 -0.11  0.295
H -1.95 -0.64 0.92  0.343

Properties
E_tot ... -300.334614 Eh
SMILES string ... O/N=C/NO
LUMO ... 0.698 eV
HOMO ... -8.79 eV
Relative energy (zero: lowest compared OMol25 entry of this formula, charge and spin) ... 96.0 kcal per mole

---

This record from OMol25 describes a cluster of 2 separate species, CH4N2O2 in total at a distorted geometry. The level of theory is ωB97M-V with the def2-TZVPD basis set.

Last column: Mulliken charge in e.
Geometry (Å):
H 1.22 -2.40 0.48  0.257
N 1.06 -1.39 0.40  -0.596
N 0.93 -0.89 1.52  0.694
O 0.89 -1.47 2.61  -0.588
H 0.70 0.05 1.49  0.282
C -1.15 1.16 -0.43  -0.074
O -0.54 1.19 0.58  -0.446
H -2.18 1.11 -0.48  0.261
H -0.73 1.63 -1.30  0.210

Properties
E_tot ... -300.356245 Eh
SMILES string ... [H]/N=[NH+]\[O-].C=O
LUMO (alpha / beta) ... 0.164 / 0.164 eV
HOMO (alpha / beta) ... -10.09 / -10.09 eV
Relative energy (zero: lowest compared OMol25 entry of this formula, charge and spin) ... 82.5 kcal per mole

---

This record from OMol25 describes an isolated molecule of CH4N2O2 at a distorted geometry. The level of theory is ωB97M-V with the def2-TZVPD basis set.

Last column: Mulliken charge in e.
Geometry (Å):
N -1.08 -0.99 -0.50  -0.363
C -0.46 -0.08 0.20  0.486
O -0.77 0.60 1.18  -0.552
N 1.01 0.46 -0.45  -0.348
O 1.50 1.42 0.46  -0.365
H -0.54 -1.70 -0.96  0.259
H -2.02 -1.36 -0.13  0.283
H 1.57 -0.48 -0.21  0.269
H 0.80 2.13 0.41  0.331

Properties
E_tot ... -300.414553 Eh
SMILES string ... NC(=O)NO
LUMO ... 0.522 eV
HOMO ... -9.13 eV
Relative energy (zero: lowest compared OMol25 entry of this formula, charge and spin) ... 45.9 kcal per mole

---

This record from OMol25 describes an isolated molecule of CH4N2O2 at a distorted geometry. The level of theory is ωB97M-V with the def2-TZVPD basis set.

Last column: Mulliken charge in e.
Geometry (Å):
O -1.26 -2.46 0.34  -0.447
N -0.91 -1.46 -0.35  -0.119
N -0.17 -0.61 0.28  0.220
C 0.56 0.52 -0.30  -0.296
O -0.05 1.86 -0.54  -0.506
H 0.03 -0.75 1.24  0.237
H 1.46 0.69 0.31  0.334
H 0.83 0.01 -1.29  0.261
H -0.51 2.20 0.31  0.316

Properties
E_tot ... -300.382768 Eh
SMILES string ... O=NNCO
LUMO ... 0.262 eV
HOMO ... -9.83 eV
Relative energy (zero: lowest compared OMol25 entry of this formula, charge and spin) ... 65.8 kcal per mole

---

This record from OMol25 describes a cluster of 2 separate species, CH4N2O2 in total at a distorted geometry. The level of theory is ωB97M-V with the def2-TZVPD basis set.

Last column: Mulliken charge in e.
Geometry (Å):
N 0.94 1.31 0.33  -0.659
C 0.87 0.79 -0.77  0.725
O 1.22 0.47 -1.80  -0.356
H 1.21 0.56 0.90  0.279
N -1.37 -0.35 0.26  -0.470
O -0.16 -1.13 0.17  -0.475
H -1.01 0.58 0.33  0.331
H -1.49 -0.62 1.27  0.280
H -0.20 -1.61 -0.69  0.344

Properties
E_tot ... -300.402183 Eh
SMILES string ... N=C=O.NO
LUMO ... 0.634 eV
HOMO ... -10.53 eV
Relative energy (zero: lowest compared OMol25 entry of this formula, charge and spin) ... 53.6 kcal per mole

---

This record from OMol25 describes a cluster of 2 separate species, CH4N2O2 in total at a distorted geometry. The level of theory is ωB97M-V with the def2-TZVPD basis set.

Last column: Mulliken charge in e.
Geometry (Å):
C 1.37 -0.17 0.04  -0.567
N -2.19 0.77 -0.03  -0.636
N -1.45 -0.18 -0.03  1.020
O -1.34 -1.35 -0.03  -0.429
O 0.39 0.76 0.00  -0.509
H 2.01 -0.24 0.83  0.322
H 2.08 -0.05 -0.79  0.252
H 0.98 -1.17 -0.20  0.224
H -1.84 1.63 0.21  0.324

Properties
E_tot ... -300.286227 Eh
LUMO (alpha / beta) ... -0.635 / -0.834 eV
HOMO (alpha / beta) ... -9.88 / -9.25 eV
Relative energy (zero: lowest compared OMol25 entry of this formula, charge and spin) ... 126.4 kcal per mole

---

This record from OMol25 describes a cluster of 2 separate species, CH4N2O2S in total at a distorted geometry. The level of theory is ωB97M-V with the def2-TZVPD basis set.

Last column: Mulliken charge in e.
Geometry (Å):
C -1.21 0.48 0.49  -0.016
N -1.20 -0.29 -0.66  -0.393
N -0.47 0.27 1.52  -0.657
O 1.42 -0.80 -0.40  -0.495
O 3.50 0.49 -0.40  -0.393
S 2.06 0.49 -0.40  0.770
H -1.90 1.24 0.61  0.408
H -2.07 -0.69 -1.10  0.215
H -0.42 -0.86 -0.90  0.240
H 0.28 -0.33 1.24  0.321

Properties
E_tot ... -698.640978 Eh
LUMO ... -1.515 eV
HOMO ... -9.27 eV
Relative energy (zero: lowest compared OMol25 entry of this formula, charge and spin) ... 21.6 kcal per mole

---

This record from OMol25 describes an isolated molecule of CH4N2O2S at a distorted geometry. The level of theory is ωB97M-V with the def2-TZVPD basis set.

Last column: Mulliken charge in e.
Geometry (Å):
O 0.66 -0.03 1.66  -0.577
C 0.60 0.13 0.45  0.520
N 1.70 0.49 -0.35  -0.096
O 1.41 1.03 -1.61  -0.491
N -0.51 -0.06 -0.31  -0.285
S -1.85 -0.85 0.24  -0.154
H 2.46 1.05 0.05  0.268
H 1.62 0.31 -2.21  0.362
H -0.52 0.43 -1.21  0.328
H -2.41 0.03 1.08  0.125

Properties
E_tot ... -698.632283 Eh
SMILES string ... O=C(NO)NS
LUMO ... 0.505 eV
HOMO ... -9.60 eV
Relative energy (zero: lowest compared OMol25 entry of this formula, charge and spin) ... 27.0 kcal per mole

---

This record from OMol25 describes an isolated molecule of CH4N2O2S at a distorted geometry. The level of theory is ωB97M-V with the def2-TZVPD basis set.

Last column: Mulliken charge in e.
Geometry (Å):
C -0.42 0.50 0.33  -0.597
N 0.87 -0.57 0.53  -0.209
N 1.32 -1.01 -0.82  -0.317
S 2.26 0.11 -0.07  0.977
O 3.50 -0.41 0.35  -0.512
O 2.18 1.46 -0.52  -0.480
H -1.30 -0.14 0.21  0.299
H -0.17 1.19 1.15  0.303
H -0.29 0.97 -0.70  0.253
H 1.73 -1.92 -0.63  0.283

Properties
E_tot ... -698.545805 Eh
SMILES string ... CN1NS1(=O)=O
LUMO ... 0.709 eV
HOMO ... -10.91 eV
Relative energy (zero: lowest compared OMol25 entry of this formula, charge and spin) ... 81.3 kcal per mole

---

This record from OMol25 describes a cluster of 3 separate species, CH4N2O3 in total at a distorted geometry. The level of theory is ωB97M-V with the def2-TZVPD basis set.

Last column: Mulliken charge in e.
Geometry (Å):
C -4.22 -1.06 -1.22  -0.557
N 9.11 1.47 -0.91  0.301
N 9.73 0.84 0.22  -0.098
O 9.05 2.76 -1.18  -0.756
O 9.63 -0.42 0.19  -0.602
O -4.49 0.09 -0.80  -0.695
H -4.99 -1.50 -1.97  0.078
H -3.79 -1.74 -0.51  0.112
H -3.04 -1.15 -2.13  0.062
H 8.66 0.79 -1.45  0.157

Properties
E_tot ... -375.517334 Eh
LUMO ... 6.366 eV
HOMO ... -0.66 eV
Relative energy (zero: lowest compared OMol25 entry of this formula, charge and spin) ... 4.1 kcal per mole
Net charge ... -2

---

This record from OMol25 describes a cluster of 2 separate species, CH4N2O3 in total at a distorted geometry. The level of theory is ωB97M-V with the def2-TZVPD basis set.

Last column: Mulliken charge in e.
Geometry (Å):
N 0.14 0.69 -0.40  -0.263
C 0.38 -0.61 -0.15  0.129
O -0.55 -1.43 -0.21  -0.602
H 0.78 1.39 -0.46  0.136
H -0.81 0.79 -0.58  0.326
H 1.35 -1.14 0.13  0.353
O -3.37 1.23 0.47  -0.399
N -2.64 0.39 0.05  0.221
O -3.17 -0.84 -0.15  -0.326
H -2.58 -1.37 -0.72  0.426

Properties
E_tot ... -375.637445 Eh
SMILES string ... NC=O.O=NO
LUMO ... 0.354 eV
HOMO ... -10.00 eV
Relative energy (zero: lowest compared OMol25 entry of this formula, charge and spin) ... 18.7 kcal per mole